DFT (the ωB97M-V functional and the def2-TZVPD basis) results for a cluster of 12 separate species, C21H51N9O24 in total.

Calculated values
ΔE to the lowest compared entry with this formula, charge and spin in kJ/mol: 0.0
HOMO-LUMO gap in eV: 9.186
2S+1: 1

Each atom is followed by the atoms it is bonded to, with distances in Å.
Positions of all 105 atoms, in Å:
1 C 4.15 0.89 -1.13  N2 1.499, H5 1.089, H6 1.082, H7 1.084
2 N 4.81 0.55 -2.43  C1 1.499, O3 1.217, O4 1.205
3 O 6.00 0.29 -2.38  N2 1.217
4 O 4.13 0.53 -3.42  N2 1.205
5 H 3.22 1.39 -1.41  C1 1.089
6 H 4.81 1.58 -0.62  C1 1.082
7 H 3.88 -0.05 -0.66  C1 1.084
8 C 2.39 -3.70 0.46  N9 1.493, H12 1.087, H13 1.083, H14 1.086
9 N 1.41 -3.80 1.59  C8 1.493, O10 1.212, O11 1.215
10 O 1.79 -4.29 2.63  N9 1.212
11 O 0.28 -3.42 1.36  N9 1.215
12 H 2.50 -4.71 0.07  C8 1.087
13 H 3.33 -3.29 0.80  C8 1.083
14 H 1.94 -3.08 -0.31  C8 1.086
15 C 1.83 3.47 2.20  N16 1.476, H19 1.084, H20 1.083, H21 1.094
16 N 1.46 4.90 2.06  C15 1.476, O17 1.209, O18 1.217
17 O 0.44 5.25 2.60  N16 1.209
18 O 2.19 5.60 1.38  N16 1.217
19 H 1.27 3.08 3.05  C15 1.084
20 H 2.89 3.27 2.23  C15 1.083
21 H 1.46 3.00 1.29  C15 1.094
22 C 1.31 -1.19 -4.48  N23 1.491, H26 1.082, H27 1.079, H28 1.087
23 N 2.09 -1.81 -5.59  C22 1.491, O24 1.220, O25 1.213
24 O 3.19 -1.33 -5.81  N23 1.220
25 O 1.64 -2.80 -6.12  N23 1.213
26 H 2.02 -1.01 -3.69  C22 1.082
27 H 0.55 -1.91 -4.20  C22 1.079
28 H 0.88 -0.26 -4.85  C22 1.087
29 C -4.97 -0.28 0.89  N30 1.504, H33 1.085, H34 1.079, H35 1.084
30 N -4.13 -0.13 -0.35  C29 1.504, O31 1.220, O32 1.210
31 O -4.44 -0.80 -1.32  N30 1.220
32 O -3.14 0.55 -0.29  N30 1.210
33 H -4.64 0.56 1.49  C29 1.085
34 H -4.74 -1.26 1.26  C29 1.079
35 H -6.00 -0.12 0.59  C29 1.084
36 C 0.82 -0.14 1.09  N37 1.477, H40 1.080, H41 1.089, H42 1.083
37 N 0.56 -0.11 -0.36  C36 1.477, O38 1.223, O39 1.210
38 O 1.32 -0.75 -1.07  N37 1.223
39 O -0.31 0.64 -0.77  N37 1.210
40 H 1.37 -1.04 1.30  C36 1.080
41 H -0.15 -0.21 1.58  C36 1.089
42 H 1.31 0.76 1.45  C36 1.083
43 C -2.68 1.04 -3.48  N44 1.478, H47 1.084, H48 1.084, H49 1.088
44 N -1.95 1.12 -4.76  C43 1.478, O45 1.214, O46 1.217
45 O -2.27 0.38 -5.67  N44 1.214
46 O -1.02 1.91 -4.80  N44 1.217
47 H -3.15 1.99 -3.28  C43 1.084
48 H -2.03 0.66 -2.70  C43 1.084
49 H -3.48 0.31 -3.62  C43 1.088
50 C 4.95 -1.95 3.74  N51 1.479, H54 1.091, H55 1.079, H56 1.088
51 N 4.29 -0.74 3.22  C50 1.479, O52 1.214, O53 1.212
52 O 4.32 0.24 3.95  N51 1.214
53 O 3.71 -0.79 2.16  N51 1.212
54 H 4.16 -2.51 4.25  C50 1.091
55 H 5.78 -1.66 4.35  C50 1.079
56 H 5.24 -2.60 2.91  C50 1.088
57 C 1.48 -0.12 6.04  N58 1.488, H61 1.083, H62 1.084, H63 1.086
58 N 0.93 1.04 5.29  C57 1.488, O59 1.210, O60 1.215
59 O 0.63 2.03 5.91  N58 1.210
60 O 0.75 0.88 4.10  N58 1.215
61 H 1.72 0.20 7.05  C57 1.083
62 H 2.36 -0.45 5.49  C57 1.084
63 H 0.71 -0.89 6.08  C57 1.086
64 O -3.51 0.54 4.23  C65 1.200
65 C -2.62 0.61 3.42  O64 1.200, O66 1.343, C69 1.507
66 O -1.96 -0.45 2.94  C65 1.343, C67 1.427
67 C -2.10 -1.72 3.57  O66 1.427, C68 1.508, H70 1.092, H71 1.094
68 C -2.92 -2.69 2.76  C67 1.508, H72 1.095, H73 1.097, H74 1.082
69 C -2.17 1.93 2.86  C65 1.507, H75 1.089, H76 1.087, H77 1.089
70 H -2.55 -1.61 4.56  C67 1.092
71 H -1.10 -2.09 3.81  C67 1.094
72 H -2.92 -2.48 1.69  C68 1.095
73 H -3.97 -2.46 3.01  C68 1.097
74 H -2.66 -3.73 2.93  C68 1.082
75 H -3.07 2.52 2.69  C69 1.089
76 H -1.62 1.81 1.93  C69 1.087
77 H -1.59 2.45 3.63  C69 1.089
78 O -2.34 7.41 -1.91  C79 1.200
79 C -2.82 6.31 -1.87  O78 1.200, O80 1.341, C83 1.508
80 O -2.16 5.22 -1.46  C79 1.341, C81 1.449
81 C -0.73 5.34 -1.25  O80 1.449, C82 1.518, H84 1.091, H85 1.088
82 C -0.05 4.08 -1.76  C81 1.518, H86 1.098, H87 1.088, H88 1.087
83 C -4.23 5.98 -2.29  C79 1.508, H89 1.086, H90 1.093, H91 1.085
84 H -0.62 5.51 -0.18  C81 1.091
85 H -0.30 6.20 -1.76  C81 1.088
86 H 0.90 3.99 -1.22  C82 1.098
87 H 0.21 4.18 -2.81  C82 1.088
88 H -0.62 3.17 -1.58  C82 1.087
89 H -4.56 5.04 -1.87  C83 1.086
90 H -4.22 5.90 -3.38  C83 1.093
91 H -4.89 6.80 -2.03  C83 1.085
92 O 1.73 -4.03 -3.01  C93 1.201
93 C 0.92 -4.91 -2.86  O92 1.201, O94 1.341, C97 1.505
94 O -0.35 -4.72 -2.49  C93 1.341, C95 1.433
95 C -0.81 -3.36 -2.47  O94 1.433, C96 1.506, H98 1.096, H99 1.089
96 C -2.11 -3.32 -1.70  C95 1.506, H100 1.091, H101 1.089, H102 1.100
97 C 1.21 -6.37 -3.09  C93 1.505, H103 1.089, H104 1.086, H105 1.090
98 H -0.98 -3.07 -3.52  C95 1.096
99 H -0.09 -2.66 -2.05  C95 1.089
100 H -2.87 -4.00 -2.07  C96 1.091
101 H -2.56 -2.34 -1.55  C96 1.089
102 H -1.89 -3.69 -0.68  C96 1.100
103 H 1.16 -6.95 -2.17  C97 1.089
104 H 2.19 -6.46 -3.55  C97 1.086
105 H 0.46 -6.78 -3.78  C97 1.090

DFT (the ωB97M-V functional and the def2-TZVPD basis) results for a cluster of 4 separate species, C21H52F3N3O8S in total.

Calculated values
HOMO-LUMO gap in eV: 10.544
2S+1: 1
Total charge: +2

Each atom is followed by the atoms it is bonded to, with distances in Å.
Positions of all 88 atoms, in Å:
1 C -8.76 14.35 -5.77  O2 1.422, H12 1.090, H13 1.086, H14 1.092
2 O -9.04 13.21 -6.58  C1 1.422, C3 1.416
3 C -9.67 12.17 -5.86  O2 1.416, C4 1.510, H15 1.094, H16 1.096
4 C -9.84 10.97 -6.75  C3 1.510, N5 1.516, H17 1.091, H18 1.086
5 N -10.37 11.30 -8.13  C4 1.516, H6 1.027, H7 1.034, C8 1.527
6 H -10.75 10.39 -8.44  N5 1.027
7 H -11.17 11.94 -8.24  N5 1.034
8 C -9.31 11.54 -9.20  N5 1.527, C9 1.510, H19 1.084, H20 1.090
9 C -9.93 11.17 -10.53  C8 1.510, O10 1.410, H21 1.094, H22 1.097
10 O -10.44 9.86 -10.43  C9 1.410, C11 1.423
11 C -10.67 9.26 -11.70  O10 1.423, H23 1.094, H24 1.086, H25 1.093
12 H -9.69 14.90 -5.66  C1 1.090
13 H -8.03 14.95 -6.30  C1 1.086
14 H -8.40 14.13 -4.76  C1 1.092
15 H -10.60 12.50 -5.40  C3 1.094
16 H -8.95 11.87 -5.08  C3 1.096
17 H -10.65 10.35 -6.36  C4 1.091
18 H -8.99 10.31 -6.90  C4 1.086
19 H -8.39 11.05 -8.93  C8 1.084
20 H -9.21 12.63 -9.14  C8 1.090
21 H -9.17 11.25 -11.31  C9 1.094
22 H -10.76 11.85 -10.76  C9 1.097
23 H -11.35 9.85 -12.32  C11 1.094
24 H -11.10 8.29 -11.50  C11 1.086
25 H -9.72 9.16 -12.23  C11 1.093
26 C -14.98 13.02 -4.25  O27 1.411, H37 1.090, H38 1.094, H39 1.095
27 O -14.75 11.63 -4.16  C26 1.411, C28 1.413
28 C -15.85 10.83 -3.78  O27 1.413, C29 1.499, H40 1.094, H41 1.097
29 C -16.42 10.04 -4.92  C28 1.499, N30 1.507, H42 1.091, H43 1.091
30 N -17.10 10.88 -5.98  C29 1.507, H31 1.020, H32 1.035, C33 1.530
31 H -17.81 11.42 -5.49  N30 1.020
32 H -16.44 11.52 -6.45  N30 1.035
33 C -17.83 9.94 -6.94  N30 1.530, C34 1.515, H44 1.090, H45 1.086
34 C -18.54 10.73 -8.02  C33 1.515, O35 1.402, H46 1.097, H47 1.099
35 O -19.57 9.90 -8.47  C34 1.402, C36 1.408
36 C -20.49 10.55 -9.32  O35 1.408, H48 1.089, H49 1.095, H50 1.097
37 H -14.09 13.47 -4.66  C26 1.090
38 H -15.12 13.51 -3.28  C26 1.094
39 H -15.81 13.24 -4.93  C26 1.095
40 H -16.58 11.34 -3.14  C28 1.094
41 H -15.34 10.09 -3.16  C28 1.097
42 H -17.10 9.27 -4.56  C29 1.091
43 H -15.63 9.47 -5.41  C29 1.091
44 H -18.57 9.49 -6.28  C33 1.090
45 H -17.15 9.15 -7.25  C33 1.086
46 H -17.88 11.02 -8.84  C34 1.097
47 H -18.96 11.67 -7.63  C34 1.099
48 H -20.94 9.89 -10.05  C36 1.089
49 H -20.06 11.38 -9.89  C36 1.095
50 H -21.32 10.97 -8.74  C36 1.097
51 C -12.54 15.30 -6.87  C52 1.509, H61 1.087, H62 1.087, H63 1.096
52 C -13.05 16.51 -7.61  C51 1.509, N53 1.515, H64 1.087, H65 1.088
53 N -13.71 16.22 -8.94  C52 1.515, C54 1.503, C55 1.523, C57 1.511
54 C -14.20 17.54 -9.45  N53 1.503, H66 1.083, H67 1.088, H68 1.087
55 C -12.67 15.65 -9.90  N53 1.523, C56 1.523, H69 1.090, H70 1.083
56 C -11.40 16.48 -10.06  C55 1.523, H71 1.097, H72 1.089, H73 1.089
57 C -14.88 15.28 -8.78  N53 1.511, C58 1.512, H74 1.101, H75 1.094
58 C -15.88 15.73 -7.74  C57 1.512, O59 1.406, H76 1.090, H77 1.103
59 O -17.21 15.63 -8.19  C58 1.406, C60 1.415
60 C -17.77 14.34 -8.04  O59 1.415, H78 1.094, H79 1.095, H80 1.088
61 H -12.06 15.66 -5.97  C51 1.087
62 H -11.96 14.59 -7.45  C51 1.087
63 H -13.35 14.67 -6.48  C51 1.096
64 H -12.24 17.18 -7.88  C52 1.087
65 H -13.73 17.11 -7.01  C52 1.088
66 H -14.87 17.99 -8.73  C54 1.083
67 H -14.67 17.36 -10.42  C54 1.088
68 H -13.35 18.20 -9.62  C54 1.087
69 H -13.15 15.70 -10.88  C55 1.090
70 H -12.49 14.64 -9.58  C55 1.083
71 H -10.74 15.96 -10.77  C56 1.097
72 H -10.74 16.55 -9.19  C56 1.089
73 H -11.52 17.42 -10.59  C56 1.089
74 H -14.50 14.25 -8.64  C57 1.101
75 H -15.34 15.28 -9.77  C57 1.094
76 H -15.74 16.70 -7.27  C58 1.090
77 H -15.75 15.07 -6.87  C58 1.103
78 H -17.75 14.06 -6.98  C60 1.094
79 H -17.22 13.59 -8.63  C60 1.095
80 H -18.76 14.40 -8.48  C60 1.088
81 C -14.15 10.23 -9.00  F82 1.328, F83 1.325, F84 1.331, S85 1.891
82 F -15.40 10.20 -9.46  C81 1.328
83 F -13.93 9.15 -8.25  C81 1.325
84 F -13.32 10.22 -10.03  C81 1.331
85 S -13.78 11.75 -7.94  C81 1.891, O86 1.456, O87 1.462, O88 1.454
86 O -13.03 11.18 -6.83  S85 1.456
87 O -12.94 12.62 -8.75  S85 1.462
88 O -15.08 12.27 -7.56  S85 1.454